Record 1
{"formula": "H24O12", "method": "ωB97M-V with the def2-TZVPD basis set", "symbols": ["O", "H", "H", "O", "H", "H", "O", "H", "H", "O", "H", "H", "O", "H", "H", "O", "H", "H", "O", "H", "H", "O", "H", "H", "O", "H", "H", "O", "H", "H", "O", "H", "H", "O", "H", "H"], "positions_angstrom": [[0.54474, -0.13160, -2.34775], [1.24907, 0.41496, -2.70835], [-0.20086, 0.46058, -2.48557], [2.80378, 1.18503, -0.42803], [3.07711, 0.31678, -0.16860], [3.57745, 1.76026, -0.44549], [0.04258, 0.22027, 0.53399], [-0.32097, -0.63812, 0.73826], [0.53018, 0.22360, -0.26966], [0.08932, -2.23014, 2.95055], [0.70482, -1.52001, 3.18244], [-0.45321, -2.40057, 3.72259], [0.27512, 2.99480, -0.44166], [0.10092, 2.78010, 0.46629], [-0.33366, 3.65806, -0.68578], [-1.73249, -1.95882, -0.12945], [-2.50415, -1.58754, -0.52069], [-1.35442, -2.50022, -0.80743], [-0.98676, 2.05138, -2.62785], [-0.58511, 2.18858, -1.74674], [-0.79263, 2.90563, -2.96915], [0.94409, -2.75074, -1.92262], [0.81399, -1.82938, -2.21228], [0.80260, -2.68897, -0.96968], [-2.40242, 0.81606, -0.47712], [-1.54231, 0.49983, -0.32200], [-2.68412, 0.61458, -1.37660], [1.94551, -0.08006, 2.43853], [1.51758, 0.45530, 3.17490], [1.30410, 0.16364, 1.76421], [-2.10946, 2.91081, 1.57423], [-1.87466, 1.98474, 1.41400], [-2.45145, 3.21009, 0.74436], [0.44498, -3.79748, 0.82960], [0.39582, -3.26401, 1.59875], [1.16491, -4.43743, 0.92981]], "forces_ev_per_angstrom": [[0.3, 0.3, 0.1], [0.5, -0.1, 0.1], [-0.5, 0.1, -0.3], [-0.5, 0.9, -0.5], [0.6, -0.7, 0.3], [-0.1, -0.3, 0.1], [-0.5, 1.2, 1.8], [-0.3, -1.0, -0.4], [0.8, -0.4, -1.5], [-0.1, 0.3, 0.3], [0.2, 0.0, -0.2], [-0.1, -0.1, 0.0], [1.4, -0.9, -0.7], [-0.3, -0.2, 0.8], [-1.0, 1.5, 0.1], [0.5, 0.0, 1.0], [-1.0, 0.6, -0.3], [0.6, -0.8, -0.6], [-0.1, -0.4, 0.7], [-0.1, -0.5, 0.3], [0.1, 1.0, -1.3], [-0.2, 0.3, 0.0], [0.1, -0.4, -0.1], [0.2, -0.5, 0.2], [-2.7, 0.9, -0.3], [1.9, -0.8, 0.1], [0.3, 0.2, 0.1], [-0.9, 1.1, 2.4], [1.3, -0.8, -0.9], [-0.2, -0.1, -1.1], [0.8, -0.3, 0.9], [-0.3, 0.2, -0.1], [-0.5, 0.0, -0.8], [0.4, -1.3, -2.0], [0.0, 0.8, 1.6], [-0.3, 0.4, 0.1]], "homo_energy_ev": -10.34, "total_charge": 0, "lumo_energy_ev": 0.11, "gap_ha": 0.38408, "total_energy_ha": -917.27646, "smiles": "O.O.O.O.O.O.O.O.O.O.O.O", "relative_energy_kcal_mol": 30.7}


Record 2
{"formula": "H4InO2", "method": "ωB97M-V with the def2-TZVPD basis set", "symbols": ["In", "O", "H", "H", "O", "H", "H"], "positions_angstrom": [[-0.62950, -0.81806, -1.10480], [-2.00153, 1.47712, 0.14944], [-2.45423, 2.22793, -0.23471], [-2.30069, 1.45589, 1.05844], [2.12240, -1.26482, -0.01794], [2.89701, -1.26784, -0.58026], [2.36654, -1.81022, 0.72983]], "forces_ev_per_angstrom": [[0.2, 0.3, 0.6], [2.5, -1.0, -0.5], [-1.1, 1.0, -1.3], [-0.8, -0.6, 1.5], [-2.0, 1.9, -0.2], [1.2, -0.2, -1.4], [0.0, -1.4, 1.3]], "homo_energy_ev": -27.29, "total_charge": 3, "lumo_energy_ev": -22.91, "gap_ha": 0.16105, "total_energy_ha": -341.35736, "relative_energy_kcal_mol": 68.3}